C4H3NO3P2 | ωB97M-V/def2-TZVPD

```
13
Properties=species:S:1:pos:R:3:nbo_charge:R:1
C 0.90346 1.24161 -0.13029 0.1512
C -1.38386 1.58872 0.22173 -0.0346
C -1.77113 0.28360 0.38438 -0.6605
C 0.62641 -0.30644 -1.28098 -1.0941
N -0.10108 2.00395 0.22462 -0.5936
O 1.81717 -2.85026 -1.16485 -1.1935
O 2.45592 -1.46256 0.89748 -1.1841
O -0.19719 -2.00038 0.41784 -1.1229
P -0.94419 -0.97621 -0.65127 1.0158
P 1.48112 -1.69456 -0.27207 2.2391
H 1.95258 1.61327 0.30997 0.1598
H -2.09830 2.37907 0.17015 0.1357
H -2.74090 0.18020 0.87330 0.1818
```

Computed properties:
Total charge   -2
Lowest unoccupied orbital energy   6.7 eV
Multiplicity   1

CHCl2P | ωB97M-V/def2-TZVPD

```
5
Properties=species:S:1:pos:R:3:nbo_charge:R:1
C -1.10441 -1.65406 0.06870 -0.0383
P 0.48260 2.29230 -0.65368 0.0738
Cl -0.66220 0.07334 -0.42310 -0.0626
Cl -0.24816 -2.18032 1.36583 0.1273
H 1.53218 1.46873 -0.35775 -0.1003
```

Computed properties:
Lowest unoccupied orbital energy (alpha / beta)   -1.5 / -1.6 eV
Multiplicity   1

C3H3ClF2 | ωB97M-V/def2-TZVPD

```
9
Properties=species:S:1:pos:R:3:nbo_charge:R:1
C -0.08071 -0.19597 0.00694 0.6026
C 1.10622 0.50694 -0.55874 -0.2642
C 2.33810 0.38833 -0.16237 -0.3393
H 0.83004 1.23713 -1.35914 0.2199
H 2.67350 -0.48268 0.38202 0.2107
H 3.09839 1.08151 -0.49223 0.2103
F 0.23119 -0.60263 1.30060 -0.3300
F -0.20585 -1.23735 -0.94211 -0.3407
Cl -1.58893 0.61930 0.14870 0.0309
```

Computed properties:
SMILES   C=CC(F)(F)Cl
Lowest unoccupied orbital energy   0.9 eV
Multiplicity   1

C19H20N2O6S2 | ωB97M-V/def2-TZVPD

```
49
Properties=species:S:1:pos:R:3:nbo_charge:R:1
O -0.17486 -4.61027 -1.07548 -0.5884
C 0.31621 -3.89144 -0.23724 0.6531
N -0.28145 -2.82801 0.35515 -0.6415
C -1.54981 -2.30425 0.12026 0.2383
C -1.90721 -1.14918 0.81947 -0.2512
C -3.15313 -0.59428 0.62431 -0.3238
C -4.06973 -1.15692 -0.24417 -0.2270
C -3.71416 -2.30406 -0.93554 -0.1853
C -2.46353 -2.87321 -0.76618 -0.2498
H -2.18930 -3.76277 -1.30885 0.2601
H -4.41669 -2.76242 -1.61435 0.2223
H -5.04386 -0.70785 -0.34865 0.2369
S -3.54929 0.94187 1.46282 2.3338
O -4.96729 1.02785 1.64225 -0.9366
O -2.68503 1.08278 2.59490 -0.9365
N -3.12133 2.14503 0.38788 -0.6690
C -4.00668 2.38337 -0.73324 -0.2646
C -3.35866 1.93116 -2.03819 -0.0858
H -4.01471 2.13569 -2.88855 0.1971
H -3.16396 0.84798 -1.99807 0.1734
O -2.14517 2.61969 -2.29222 -0.5301
C -1.50295 3.11423 -1.13368 -0.0743
C -1.70774 2.20059 0.06926 -0.2645
H -1.17867 2.57919 0.94579 0.2293
H -1.31611 1.20094 -0.17087 0.1928
H -0.44198 3.18315 -1.38580 0.2022
H -1.87459 4.12026 -0.89372 0.1693
H -4.93585 1.84888 -0.53943 0.2432
H -4.23296 3.45475 -0.78609 0.2041
H -1.23547 -0.69466 1.53216 0.2442
H 0.27423 -2.32547 1.05140 0.4392
C 1.73989 -4.13200 0.30023 -0.1669
O 2.66551 -3.11268 -0.05884 -0.4833
C 2.71916 -2.00029 0.68963 0.7727
O 1.94264 -1.77204 1.59941 -0.6462
C 3.80610 -1.12762 0.27415 -0.3401
C 4.02598 0.04164 0.90309 -0.0880
C 5.06003 0.96872 0.59668 -0.2752
C 5.30806 2.16956 1.22337 -0.1853
C 6.40893 2.85535 0.68951 -0.2661
C 6.99505 2.17962 -0.33919 -0.3793
S 6.21738 0.69355 -0.67761 0.4531
H 7.84616 2.47261 -0.92177 0.2409
H 6.75517 3.80767 1.04836 0.2311
H 4.71149 2.53426 2.04019 0.2272
H 3.36878 0.31360 1.72070 0.2360
H 4.41595 -1.46966 -0.54740 0.2242
H 1.69917 -4.22612 1.39231 0.2092
H 2.12632 -5.04878 -0.14812 0.2249
```

Computed properties:
SMILES   O=C(COC(=O)/C=C/c1cccs1)Nc1cccc(S(=O)(=O)N2CCOCC2)c1
Lowest unoccupied orbital energy   -0.7 eV
Multiplicity   1

C2H7N2O | ωB97M-V/def2-TZVPD

```
12
Properties=species:S:1:pos:R:3:nbo_charge:R:1
C 1.26298 0.04875 0.53006 -0.2351
C -0.93223 0.60069 0.55644 -0.0742
N 1.19951 -0.20290 -0.77133 -0.0137
N -1.43425 -0.29515 -0.27639 -0.5891
O 0.47867 -1.13789 -1.10346 -0.3538
H 1.06826 -0.73073 1.20464 0.2424
H 2.04441 0.76085 0.87074 0.2429
H -1.26709 0.35758 1.60455 0.2493
H -0.91569 1.64571 0.29536 0.2443
H -1.77407 -1.23824 -0.15017 0.4471
H 1.83074 0.24579 -1.53302 0.4233
H -1.56124 -0.05447 -1.22741 0.4166
```

Computed properties:
Total charge   +1
Lowest unoccupied orbital energy (alpha / beta)   -5.2 / -5.2 eV
Multiplicity   1

C3H3HoO2 | ωB97M-V/def2-TZVPD

```
9
Properties=species:S:1:pos:R:3:nbo_charge:R:1
C 0.46396 -1.46463 1.02693 0.3818
C 0.95377 -0.95851 -0.15573 -0.2990
H -0.09230 -2.34704 1.34218 0.2673
H 0.63177 -1.39966 -1.11046 0.2840
H 1.89488 -0.39674 -0.17926 0.2938
O -1.01830 0.25309 1.19280 -0.2979
C -0.69807 0.83674 0.18985 1.0670
Ho -1.17670 3.70738 -1.80826 1.9832
O -0.95900 1.76937 -0.49806 -0.6802
```

Computed properties:
Total charge   +3
<S²>   8.769
Lowest unoccupied orbital energy (alpha / beta)   -14.9 / -16.0 eV
Multiplicity   6

Number 1: maximum force 4.48 eV/A. Number 2: maximum force 1.76 eV/A. Number 3: maximum force 3.45 eV/A. Number 4: maximum force 1.16 eV/A. Number 5: maximum force 3.28 eV/A. Number 6: maximum force 6.90 eV/A.